A structure of composition C22H27OTc at a distorted geometry, computed with ωB97M-V/def2-TZVPD.

Calculated values
* E_tot: -1010.239677 hartree
* gap between HOMO and LUMO (spin up / spin down): 4.68 / 6.92 eV
* expectation value of S²: 3.789
* charge: -1
* HOMO level (spin up / spin down): -1.55 / -3.91 eV
* relative energy (zero: lowest compared OMol25 entry of this formula, charge and spin): 1.094 eV
* spin multiplicity: 4

Positions of all 51 atoms, in Å:
Tc: -0.6686 0.3395 0.3147
C: -1.1419 2.8835 -0.9206
C: -0.6410 2.3835 -2.1374
C: -1.0964 1.0501 -2.3475
H: 0.0493 2.8941 -2.8157
C: -2.0369 0.7326 -1.2664
C: -2.0156 1.8591 -0.3646
H: -2.7662 2.0916 0.4030
H: -1.0002 3.8602 -0.5306
H: -1.0757 0.4706 -3.2914
H: -2.8632 0.0252 -1.4099
C: -0.6646 -0.1457 2.4090
C: -1.8659 0.4901 2.0247
C: -2.5348 -0.3787 1.0956
H: -2.1996 1.4804 2.3494
C: -1.7518 -1.5414 0.9232
C: -0.5826 -1.3918 1.7264
H: 0.1798 -2.1696 1.8475
H: 0.0521 0.2289 3.1230
H: -3.5166 -0.2307 0.6464
H: -2.0256 -2.4462 0.3819
O: 0.8305 0.5560 -1.9565
C: -0.4608 -4.1228 -2.3472
C: 0.5292 -3.2883 -2.6868
C: -1.8110 -3.5500 -2.8856
C: -0.3622 -4.8895 -1.0330
C: 1.2812 -0.6544 -2.0462
H: 0.6122 -2.8684 -3.7370
H: 1.6087 -3.4641 -2.2833
H: 1.7252 -1.2642 -1.1554
H: 1.7317 -0.9677 -3.1325
H: -2.3774 -4.3429 -3.4119
H: -1.5826 -2.6826 -3.5634
H: -2.3940 -3.1397 -1.9918
H: -0.5376 -5.9755 -1.1793
H: -1.1631 -4.4497 -0.3530
H: 0.6494 -4.7161 -0.5789
C: 1.4305 0.9551 0.7072
C: 1.7081 2.0154 1.7848
C: 2.1994 1.7149 3.0803
C: 2.8195 2.7038 3.8978
C: 2.9034 4.0328 3.5298
C: 2.3355 4.3790 2.2888
C: 1.7356 3.3797 1.4651
H: 2.0319 1.2526 -0.1915
H: 1.8815 -0.0658 0.8161
H: 2.2497 0.6889 3.3933
H: 3.3235 2.3907 4.8296
H: 3.3945 4.7943 4.1604
H: 2.4429 5.4053 1.9537
H: 1.4304 3.6877 0.4655